Here is a 2-piece molecular cluster, C4H10O4 overall in a non-equilibrium geometry from OMol25. Energies are from the ωB97M-V functional and the def2-TZVPD basis.

For the energy, the calculation gives -12497.840 eV. Its charge is 0. The structure (SMILES) is O=C(O)C(O)O.CC. For the relative energy (zero: lowest compared OMol25 entry of this formula, charge and spin), the calculation gives 63.8 kcal/mol. The value obtained for the HOMO-LUMO gap is 0.3831 hartree. The highest occupied orbital energy comes out at -0.355 Eh.

Cartesian coordinates (Å):
C (1.4289, 0.9406, 0.4456)
O (2.2155, 0.8147, -0.6529)
O (2.1272, 0.9586, 1.6588)
H (2.0767, -0.1280, -0.9656)
H (3.0693, 1.0361, 1.4581)
H (0.7803, 1.8269, 0.3945)
H (-0.6151, 0.4333, 0.0915)
C (-1.7323, -0.1746, -0.0746)
C (-1.8752, -0.4166, -1.5611)
C (0.4960, -0.5731, 0.4780)
O (0.3096, -0.9810, 1.7546)
O (0.9138, -1.3348, -0.3944)
H (0.8612, -0.4427, 2.3481)
H (-1.9014, -1.0707, 0.5173)
H (-2.4250, 0.5693, 0.3188)
H (-2.7927, -0.9676, -1.7691)
H (-1.0353, -1.0076, -1.9241)
H (-1.9014, 0.5172, -2.1232)